Below is a 2-piece molecular cluster, C3H10OS overall, with properties calculated with ωB97M-V with the def2-TZVPD basis set.

```
15
Properties=species:S:1:pos:R:3:forces:R:3
C -2.6002 -0.8675 0.0149 1.74 -1.89 2.21
C -1.1010 -0.7357 0.5112 -0.17 1.03 -1.49
S 0.1155 -1.2932 -0.8260 -1.05 0.29 0.35
H -2.7864 -1.9625 -0.1200 0.00 0.98 -0.62
H -2.8370 -0.2256 -0.7994 -0.15 0.23 -0.74
H -3.2011 -0.6330 0.8892 -0.30 0.41 -0.03
H -0.8637 0.3727 0.6569 -0.24 -1.72 0.46
H -0.8975 -1.4261 1.3462 -0.15 0.82 -0.11
H -0.7714 -0.9908 -1.7941 0.39 -0.12 -0.09
C 2.7236 1.3446 0.3012 0.10 -0.38 0.02
O 1.9385 1.7542 -0.8034 -0.09 0.85 0.39
H 2.2037 0.9523 1.1748 -0.92 0.27 0.08
H 3.2938 0.4498 0.0167 0.82 0.67 -0.01
H 3.2675 2.2418 0.6781 0.08 -0.93 -0.65
H 1.5158 1.0190 -1.2462 -0.05 -0.52 0.23
```
Positions in Å, forces in eV/Å.

Summary:
LUMO level = 0.8 eV
Energy above the lowest of the compared OMol25 structures with the same formula, charge and spin = 0.988 eV
E_HOMO = -9.35 eV
2S+1 = 1
Gap between HOMO and LUMO = 10.167 eV
Net charge = 0